Computed, not measured: a 2-piece molecular cluster, C7H14OS overall in a non-equilibrium geometry, with ωB97M-V with the def2-TZVPD basis set.

Output
Orbital gap (spin up / spin down) (eV): 7.9 / 8.3
LUMO level (spin up / spin down) (Eh): 0.031 / -0.041
Relative energy (zero: lowest compared OMol25 entry of this formula, charge and spin) (eV): 0.000

```
! wB97M-V def2-TZVPD RIJCOSX def2/J DEFGRID3
* xyz 0 3
H 0.2450 1.6837 0.8008
C 1.1955 1.2039 1.0195
H -3.4060 1.4619 -0.1019
H -1.9625 -0.2311 -1.6137
S 0.1585 -1.2644 0.5300
O 0.4777 -2.4345 -0.2980
H 2.8334 -1.5609 -0.2516
H -2.4213 0.8716 1.2824
H 1.1776 0.8682 2.0517
H -4.2569 -0.9541 -0.4429
H 0.3363 0.9460 -1.5276
C 1.2646 0.3995 -1.3787
H 3.5940 0.0035 0.0636
H 2.0936 1.0187 -1.7176
H -3.2446 -1.4670 0.9551
C 1.4297 0.0301 0.0846
H 1.9810 1.9440 0.9096
C -3.3555 -0.7813 0.1297
H 2.8732 -0.9140 1.3908
C -2.8561 0.6318 0.3248
C -2.1623 -0.3025 -0.5669
C 2.7692 -0.6501 0.3399
H 1.2359 -0.5028 -1.9833
*
```

---

Computed, not measured: C7H15AlF2O2PSn as an isolated structure in a non-equilibrium geometry, with ωB97M-V with the def2-TZVPD basis set.

Output
Orbital gap (eV): 6.1
LUMO level (Eh): -0.229

```
! wB97M-V def2-TZVPD RIJCOSX def2/J DEFGRID3
* xyz 1 1
H 1.2528 -0.6129 0.0363
C 4.1539 0.4170 -0.3436
C -2.1812 -2.7493 0.3471
H -1.1249 -3.0503 0.2892
H -3.4699 -1.0731 -0.2941
C -2.8657 0.5694 2.3265
O 5.0388 1.2186 -1.0097
H -3.7927 -0.0752 2.3450
H 3.1977 -1.4415 -1.0840
Al -0.5775 1.7497 -0.1191
H 1.8792 1.6962 0.6215
C -2.3347 -1.2745 -0.2028
C 1.6319 0.0243 -0.7928
H 3.2543 -0.1009 -2.2377
H -2.4380 0.4700 3.3442
H -2.5853 -2.7509 1.3733
Sn -3.7534 0.5108 0.1843
H 0.9946 -0.1746 -1.6841
H -1.8190 -1.2249 -1.1830
F -1.0225 3.2867 0.6352
H -2.7905 -3.4224 -0.2850
H 1.7967 2.2313 -1.1281
F -1.4852 1.6459 -1.6777
C 1.4125 1.5204 -0.3708
H 4.9624 1.0807 -1.9665
C 3.1008 -0.3401 -1.1638
P -1.5005 -0.0662 1.1044
O 4.2707 0.3275 0.8164
H -3.2054 1.6083 2.1192
*
```

---

Computed, not measured: a 2-piece molecular cluster, C7H15BOS overall in a non-equilibrium geometry, with ωB97M-V with the def2-TZVPD basis set.

Output
Orbital gap (spin up / spin down) (eV): 7.6 / 7.1
LUMO level (spin up / spin down) (Eh): 0.025 / 0.006
Relative energy (zero: lowest compared OMol25 entry of this formula, charge and spin) (eV): 4.119

```
! wB97M-V def2-TZVPD RIJCOSX def2/J DEFGRID3
* xyz 0 1
H -2.2829 -0.4401 2.2803
H -3.7709 -1.1281 2.1554
H -4.6739 0.1075 -1.3998
C -3.2657 -0.2155 1.7982
O 2.2611 -0.4739 0.0963
H 3.8489 0.6149 2.4352
C 3.4403 -0.1998 0.4860
H 2.4461 1.5849 1.4568
H -3.6097 0.7651 2.1843
H -1.2930 1.0238 0.3546
C 3.5018 0.9667 1.4259
C -4.5439 -0.2504 -0.3293
H 4.8702 0.1028 -1.2352
H 4.2795 1.7044 1.1085
H -5.3305 -0.1031 0.3516
H 4.3631 -1.6828 -0.6058
H -2.5372 1.3344 -1.0388
C 4.6110 -0.6379 -0.3675
B 1.3213 -0.7982 -0.6972
H 5.5421 -0.4965 0.2120
H -4.4020 -1.2855 -0.5595
C -3.2456 0.1876 0.3861
C -2.1979 0.7873 -0.1531
H 0.2022 -2.4122 -1.9208
S 0.7390 -2.4637 -0.8195
*
```